Below is a molecular structure, C3H14KO4, with properties calculated with wB97M-V/def2-TZVPD.

Positions of all 22 atoms, in Å:
K (-5.450, -2.309, -12.620)
O (-2.526, -2.523, -12.928)
H (-2.146, -1.649, -12.840)
H (-2.001, -2.946, -13.608)
O (-4.924, -2.540, -10.077)
H (-4.983, -3.016, -9.249)
H (-4.578, -1.680, -9.836)
O (-4.644, -0.394, -14.285)
H (-5.281, -0.334, -14.997)
H (-3.990, 0.275, -14.491)
C (-6.740, -7.877, -10.887)
C (-7.381, -6.483, -10.674)
C (-6.607, -5.226, -11.247)
O (-8.607, -6.531, -11.447)
H (-5.905, -7.925, -10.188)
H (-6.393, -8.032, -11.908)
H (-7.427, -8.652, -10.548)
H (-7.607, -6.308, -9.622)
H (-7.234, -4.351, -11.418)
H (-6.220, -5.596, -12.197)
H (-5.805, -4.981, -10.550)
H (-9.118, -7.287, -11.149)

Properties
E	-1023.419714	Ha
molar mass	153.239	g mol⁻¹
charge	+1

These are the Löwdin partial charges, in e, on atoms 1 to 8: 0.95 -0.08 0.04 0.05 -0.13 0.06 0.05 -0.12